[1]
226
Properties=species:S:1:pos:R:3:mulliken_charge:R:1 method="wB97M-V/def2-TZVPD" fmax_ev_per_a=2.99 charge=0 e_lumo_ev=0.58 e_homo_ev=-9.83 de_lowest_kcal_mol=0.00
C -12.1848 4.9618 21.7275 0.923
Cl -10.4166 4.7761 21.6528 -0.142
Cl -12.8809 5.3128 20.0826 -0.166
H -12.4956 3.9631 22.0065 0.473
H -12.4836 5.7747 22.3789 -1.093
C -6.6687 5.0411 27.9029 -1.040
C -7.2485 6.2604 28.5737 -0.396
O -8.2130 6.7965 27.6449 -0.019
C -9.2337 7.5057 28.0921 0.802
O -9.5741 7.6880 29.2340 -0.658
O -9.8262 8.0317 27.0232 0.351
C -11.0003 8.8268 27.1481 0.179
H -6.3295 5.2047 26.8805 0.178
H -7.4424 4.2775 27.7712 0.270
H -5.8637 4.5940 28.4849 0.411
H -6.4042 6.9474 28.6917 0.226
H -7.7353 6.2161 29.5464 0.455
H -11.7144 8.4141 26.4305 -0.636
H -10.8767 9.8616 26.8388 0.061
H -11.4346 8.7765 28.1423 -0.144
C -15.6357 6.9317 23.4875 1.333
C -14.8002 8.1819 23.6503 0.141
O -13.4226 7.7785 23.5780 0.873
C -12.4807 8.6868 23.6477 -0.516
O -12.6266 9.8412 23.9559 -0.407
O -11.3292 8.1412 23.2929 0.862
C -10.1664 8.9514 23.1258 0.486
H -15.2776 6.3364 22.6431 0.218
H -16.6715 7.2018 23.3103 -0.794
H -15.4953 6.2772 24.3457 -0.650
H -14.9599 8.5809 24.6559 0.026
H -15.0490 8.9745 22.9454 -0.471
H -9.8233 9.4373 24.0397 -0.090
H -10.3953 9.8228 22.5009 -0.625
H -9.4453 8.3513 22.5797 -0.184
C -13.1768 0.6410 27.6695 -1.368
C -13.0434 1.4048 26.3516 0.364
O -11.9247 2.2740 26.4727 -0.449
C -11.9267 3.3876 25.7567 0.629
O -12.8372 3.7781 25.0619 -0.252
O -10.7745 4.0226 25.8790 -0.524
C -10.6636 5.3309 25.3668 1.173
H -13.3331 1.3223 28.5027 0.300
H -12.3339 -0.0359 27.7959 0.378
H -14.0447 -0.0184 27.5947 0.397
H -13.9656 1.9024 26.0579 -0.164
H -12.8202 0.6798 25.5643 0.397
H -9.7440 5.7302 25.7837 -0.080
H -11.5186 5.9383 25.6796 -0.140
H -10.6812 5.4750 24.2876 -0.651
C -3.9995 9.8109 21.9488 -1.233
C -4.6777 9.9211 23.2935 -0.094
O -5.8709 9.1656 23.4024 0.254
C -5.8559 7.8556 23.6538 0.335
O -4.8633 7.2433 23.9584 -0.620
O -7.0827 7.4160 23.5607 0.128
C -7.3735 6.0341 23.3893 -0.282
H -4.6714 9.9915 21.1137 0.059
H -3.4912 8.8494 21.8633 0.415
H -3.1896 10.5441 21.9404 0.413
H -4.9320 10.9566 23.5215 0.047
H -4.0286 9.6280 24.1252 0.486
H -6.9812 5.8277 22.3917 0.355
H -8.4307 5.8001 23.4434 -0.390
H -6.8465 5.4167 24.1187 0.343
C -15.1330 3.9700 27.8228 -1.144
C -15.8017 4.1202 26.4699 1.367
O -17.2185 4.2109 26.6363 -0.386
C -17.7763 5.3459 27.0422 0.629
O -17.1886 6.3860 27.2363 -0.329
O -19.0483 5.1455 27.2590 -0.385
C -19.8421 6.0845 27.9748 -0.756
H -14.0603 3.8088 27.7173 0.191
H -15.5457 3.1203 28.3673 0.361
H -15.3155 4.8743 28.4034 0.301
H -15.6625 3.2597 25.8135 0.124
H -15.4330 4.9201 25.8262 -0.865
H -19.7263 5.9541 29.0481 0.281
H -20.8645 5.8878 27.6620 0.324
H -19.6629 7.1316 27.7358 0.283
C -21.1176 5.4837 20.1707 -1.712
C -19.9516 5.4409 21.1404 0.462
O -20.1946 6.4787 22.1026 -0.338
C -19.4753 6.5945 23.1848 0.757
O -18.6266 5.8304 23.6013 -0.502
O -19.7205 7.7919 23.7159 -0.416
C -19.0546 8.1988 24.8998 -0.053
H -20.8937 4.8170 19.3376 0.403
H -21.1699 6.4835 19.7405 0.361
H -22.0219 5.1930 20.7019 0.376
H -19.0639 5.6649 20.5501 0.053
H -19.9019 4.4803 21.6484 0.322
H -19.6090 7.9529 25.8010 0.129
H -18.9089 9.2713 24.7797 0.279
H -18.0557 7.7700 24.9877 -0.127
C -16.1841 3.4993 22.9890 -0.900
C -16.9882 3.8368 21.7531 1.055
O -16.4743 3.1192 20.6056 -0.391
C -16.8859 3.4796 19.4146 0.716
O -17.4731 4.5129 19.1595 -0.566
O -16.5106 2.5964 18.4956 -0.354
C -17.1856 2.7112 17.2461 -0.672
H -16.6483 4.0080 23.8363 -0.036
H -15.1615 3.8808 23.0173 0.075
H -16.1500 2.4354 23.2219 0.575
H -16.9971 4.9099 21.5715 -0.596
H -18.0205 3.4916 21.7718 0.207
H -17.0607 3.6884 16.7798 0.290
H -18.2549 2.5180 17.3050 0.290
H -16.6996 2.0075 16.5748 0.267
C -18.8430 14.5950 19.7730 -1.183
C -17.8128 13.4655 19.4968 -0.075
O -16.7747 13.5354 20.4697 -0.269
C -16.9650 12.8779 21.6071 0.821
O -17.8836 12.1503 21.8796 -0.613
O -15.8801 13.0737 22.3411 -0.316
C -15.7201 12.5552 23.6369 -0.407
H -19.7868 14.3178 19.3043 0.355
H -18.4755 15.5551 19.4157 0.315
H -19.0192 14.6997 20.8438 0.318
H -17.4146 13.6581 18.5060 0.384
H -18.3236 12.5081 19.5713 0.113
H -16.2876 11.6219 23.6908 0.217
H -16.0469 13.2834 24.3794 0.417
H -14.6860 12.2844 23.8494 -0.077
C -11.7347 12.7572 22.8918 0.178
C -12.4441 13.6034 21.8574 -0.491
O -11.6659 13.7165 20.6628 -0.364
C -10.5922 14.4822 20.5798 0.867
O -10.1271 15.1196 21.4833 -0.637
O -10.1569 14.3634 19.3203 -0.188
C -9.2217 15.3490 18.9304 -0.874
H -12.1208 12.7184 23.9075 -0.037
H -10.8082 13.3167 23.0966 0.282
H -11.3057 11.8278 22.5212 -0.239
H -12.5957 14.6430 22.1494 0.557
H -13.3267 13.0706 21.5093 0.009
H -8.1897 15.1178 19.1984 0.300
H -9.4319 16.3485 19.3147 0.362
H -9.2226 15.4925 17.8501 0.295
C -11.9069 9.4227 31.7619 -0.803
C -13.0170 8.3910 31.9602 -0.277
O -13.2512 7.6391 30.7613 -0.385
C -13.8399 8.2568 29.7523 0.794
O -14.3833 9.3371 29.8247 -0.674
O -13.8879 7.4137 28.7312 -0.432
C -14.4934 7.8554 27.5385 0.410
H -11.9226 10.1252 32.5988 0.402
H -11.9519 9.9927 30.8380 0.054
H -10.9725 8.8710 31.8817 0.240
H -13.9067 8.9646 32.2263 0.297
H -12.7783 7.6711 32.7348 0.371
H -14.1985 8.8774 27.3005 -0.431
H -15.5801 7.9591 27.5541 0.682
H -14.2693 7.1048 26.7836 -0.114
C -11.7488 10.7222 16.9969 -1.317
C -10.4038 10.0287 17.2612 0.362
O -9.5516 10.9717 17.8964 -0.398
C -9.5711 11.1104 19.2077 0.346
O -10.4793 10.7572 19.9330 0.317
O -8.4422 11.5949 19.6653 -0.713
C -8.2219 11.4991 21.0866 -0.106
H -12.4799 9.9893 16.6493 0.394
H -11.6735 11.4409 16.1795 0.381
H -12.0793 11.2332 17.8968 0.115
H -9.9940 9.6124 16.3412 0.499
H -10.5340 9.1329 17.8739 -0.300
H -9.1772 11.6691 21.5830 -0.268
H -7.5895 12.2931 21.4708 0.113
H -7.7554 10.5331 21.2587 0.121
O -8.2084 7.8710 20.3081 -0.546
C -9.0381 8.0884 19.4512 0.665
O -8.7669 8.6361 18.2764 -0.395
C -7.4155 8.7611 17.8090 -0.651
C -6.6133 9.8570 18.5038 -0.172
C -10.5263 8.0280 19.7846 1.695
H -7.6215 9.1029 16.7933 0.337
H -6.9673 7.7701 17.7494 0.446
H -7.1358 10.8072 18.3943 0.111
H -5.6308 9.9291 18.0371 0.592
H -6.4695 9.6403 19.5611 -0.359
H -10.9679 7.3923 19.0156 0.510
H -10.8804 9.0597 19.8134 -0.763
H -10.7659 7.5571 20.7330 -1.244
O -11.9574 11.3430 28.6046 -0.597
C -13.0012 11.7466 28.1627 0.516
O -13.7939 12.6251 28.7774 -0.351
C -13.5640 12.9444 30.1539 0.274
C -14.8243 13.6009 30.6983 -1.318
C -13.5780 11.3434 26.8232 -0.219
H -12.6401 13.5232 30.2259 0.374
H -13.2900 12.0203 30.6711 -0.152
H -14.8615 13.5573 31.7835 0.385
H -15.7119 13.1844 30.2269 0.308
H -14.8042 14.6457 30.3803 0.350
H -13.3779 12.1368 26.0997 0.505
H -14.6628 11.2576 26.8560 0.407
H -13.0967 10.4481 26.4461 -0.713
O -6.4677 12.0301 23.5299 -0.581
C -6.9625 12.8900 24.2269 0.889
O -6.9917 12.8720 25.5461 -0.374
C -6.4772 11.7559 26.2718 -0.612
C -7.5028 10.6345 26.3464 -0.270
C -7.4006 14.2275 23.6930 -0.839
H -6.1583 12.1108 27.2507 0.457
H -5.5480 11.3503 25.8624 0.207
H -8.4337 11.0339 26.7520 0.277
H -7.1227 9.9222 27.0819 0.240
H -7.6624 10.1478 25.3874 -0.083
H -6.4669 14.7792 23.5809 0.292
H -8.1138 14.7700 24.3113 0.327
H -7.9311 14.1741 22.7421 0.024
O -14.7749 10.8672 19.0508 -0.682
C -14.6582 10.0840 19.9584 -0.696
O -15.6150 9.3052 20.4800 0.245
C -16.9222 9.2521 19.9226 -0.319
C -17.8143 8.4863 20.8814 -0.359
C -13.4508 9.9722 20.8293 2.391
H -16.8466 8.7336 18.9667 0.386
H -17.5030 10.1709 19.8101 -0.137
H -18.7645 8.2529 20.4011 0.606
H -18.0421 9.0218 21.8065 0.211
H -17.3464 7.5594 21.2279 -0.437
H -12.6302 10.5541 20.4165 -0.479
H -13.1819 8.9199 20.9355 -0.006
H -13.6082 10.4117 21.8168 -0.789

[2]
17
Properties=species:S:1:pos:R:3:nbo_charge:R:1 method="wB97M-V/def2-TZVPD" smiles=C#C[C@@H](N)[C@H]1CCS1 fmax_ev_per_a=5.57 charge=0 e_lumo_ev=0.70 e_homo_ev=-8.81 de_lowest_kcal_mol=106.97
C 1.8743 2.0078 -0.5789 -0.246
C 1.5715 0.8650 -0.6307 -0.005
C 0.7792 -0.5055 -0.8116 -0.135
N 1.6315 -1.6366 -0.2133 -0.785
C -0.5226 -0.7841 -0.3057 -0.278
C -0.8121 -0.0740 0.9757 -0.428
C -1.8255 0.9390 0.4231 -0.481
S -2.0374 -0.0128 -1.1763 0.113
H 2.2720 2.9082 -0.1863 0.236
H 0.6695 -0.4554 -1.9842 0.245
H 1.5815 -1.5923 0.7486 0.342
H 1.0438 -2.5420 -0.3637 0.341
H -0.6313 -1.8595 -0.0752 0.223
H -1.2958 -0.6204 1.6238 0.206
H 0.1111 0.2671 1.4165 0.212
H -2.7826 1.0740 1.0192 0.213
H -1.6272 2.0214 0.1190 0.227

[3]
24
Properties=species:S:1:pos:R:3:nbo_charge:R:1 method="wB97M-V/def2-TZVPD" fmax_ev_per_a=4.39 charge=+1 e_lumo_ev=-10.15 e_homo_ev=-13.00 de_lowest_kcal_mol=40.63
O 2.1862 -1.3490 -0.9309 -0.558
C 1.5677 -0.5697 -0.2807 0.813
O 1.4451 -0.8110 1.0783 -0.742
C 0.9775 0.7008 -0.9532 -0.532
C 0.4216 1.7376 0.0516 -0.394
C -0.7736 1.2934 0.9666 -0.461
C -1.9044 0.6544 0.1583 -0.026
C -1.9041 -0.5083 -0.5433 -0.305
C -3.1831 -0.5024 -1.3812 0.746
O -3.3099 -1.0847 -2.3923 -0.482
O -4.0016 0.5891 -1.0855 -0.462
C -3.3374 1.1446 -0.0173 0.742
O -3.8300 1.7447 0.8615 -0.485
H 0.6176 -1.3037 1.2203 0.510
H 1.8142 1.1547 -1.5161 0.265
H 0.2616 0.3461 -1.7181 0.264
H 0.1925 2.6601 -0.5099 0.239
H 1.2624 2.0039 0.7289 0.224
H -1.1973 2.2472 1.3481 0.263
H -0.4667 0.6601 1.8092 0.234
H -1.0832 -1.2290 -0.5917 0.215
O 6.0976 -2.9444 0.2660 -0.520
V 4.6596 -3.1193 1.1372 1.973
O 3.4878 -3.5150 2.2942 -0.522